Record 1
{
  "formula": "C4H16NO2",
  "method": "wB97M-V/def2-TZVPD",
  "homo_energy_ev": -14.67,
  "e_tot_ha": -366.99237,
  "orbital_gap_ev": 11.5,
  "max_force_ha_per_bohr": 0.0385,
  "e_above_lowest_kcal_mol": 23.3,
  "molar_mass_g_mol": 110.2,
  "charge": 1,
  "species": ["C", "C", "C", "C", "N", "H", "H", "H", "H", "H", "H", "H", "H", "H", "H", "H", "H", "H", "H", "O", "H", "H", "O"],
  "positions_angstrom": [[0.897069, -1.002409, 0.542947], [-0.624605, -1.248801, 0.731950], [-1.038589, -1.193347, 2.189230], [-1.480824, -0.393852, -0.183068], [1.299055, -1.427892, -0.819682], [1.136439, 0.055280, 0.613648], [1.330410, -1.595480, 1.348476], [-0.836285, -2.265468, 0.353552], [-0.296119, -0.830091, 2.899542], [-2.014953, -0.752785, 2.415775], [-1.229254, -2.215542, 2.541140], [-1.630593, 0.620038, 0.221722], [-2.467957, -0.807809, -0.358097], [-1.052609, -0.113190, -1.167609], [2.307705, -1.528811, -0.958138], [0.950806, -2.363741, -1.061395], [0.919679, -0.808837, -1.552995], [0.732884, 1.431163, -3.209128], [0.516101, 2.120399, -1.946148], [0.464927, 1.209449, -2.281784], [1.074857, 4.289731, 0.578953], [0.386379, 4.836164, -0.649056], [0.655474, 3.985832, -0.249834]],
  "forces_ev_per_a": [[-1.734, 0.053, 0.863], [-0.130, -0.126, -1.340], [-0.557, -1.247, 1.127], [0.015, 1.904, -0.537], [0.350, -1.125, -0.860], [0.139, -0.005, 0.216], [0.840, 0.052, -0.549], [0.464, -0.035, 0.361], [0.059, 0.458, -0.260], [0.364, 0.562, -0.489], [0.297, -0.032, -0.082], [-0.059, -0.319, 0.297], [-0.055, -0.187, 0.087], [-0.076, -0.761, 0.354], [0.023, 0.510, 0.154], [-0.262, 0.107, 0.353], [0.137, 0.457, 0.312], [-0.365, -0.860, 0.766], [-0.185, -0.245, 0.845], [0.756, 0.958, -1.484], [-0.219, -0.432, -0.499], [0.063, -0.634, 0.098], [0.135, 0.948, 0.268]]
}

=====

Record 2
{
  "formula": "C3H4O2",
  "method": "wB97M-V/def2-TZVPD",
  "homo_energy_ev": -9.13,
  "e_tot_ha": -267.09149,
  "orbital_gap_ev": 10.0,
  "max_force_ha_per_bohr": 0.1027,
  "e_above_lowest_kcal_mol": 63.6,
  "molar_mass_g_mol": 72.1,
  "charge": 0,
  "species": ["C", "C", "C", "O", "O", "H", "H", "H", "H"],
  "positions_angstrom": [[0.314415, -0.703373, -0.394941], [-0.807553, -0.983929, 0.252407], [0.353018, 0.602503, 0.328360], [-0.872361, 0.209917, 0.964266], [0.258524, 1.745253, -0.267489], [1.019617, -1.327844, -0.971245], [-1.519375, -1.653376, 0.161291], [1.179676, 0.512764, 1.132378], [0.074041, 1.598086, -1.205027]],
  "forces_ev_per_a": [[1.099, -1.598, -1.436], [3.357, 4.071, -0.231], [2.557, -3.412, 3.035], [-2.075, -0.590, 0.715], [0.381, 2.977, -1.904], [-0.573, 0.759, 0.201], [-3.406, -3.320, 0.435], [-1.159, 0.916, -1.007], [-0.180, 0.199, 0.192]]
}

=====

Record 3
{
  "formula": "C61H52ClN2O3P3SiV",
  "method": "wB97M-V/def2-TZVPD",
  "homo_energy_ev": [-13.30, -13.28],
  "e_tot_ha": -5408.32213,
  "orbital_gap_ev": [7.3, 7.7],
  "max_force_ha_per_bohr": 0.0134,
  "spin_multiplicity": 2,
  "e_above_lowest_kcal_mol": 0.0,
  "molar_mass_g_mol": 1068.5,
  "charge": 2,
  "species": ["V", "C", "C", "C", "C", "C", "C", "P", "C", "C", "C", "C", "C", "C", "C", "C", "C", "C", "C", "C", "Si", "C", "C", "C", "C", "C", "C", "P", "C", "C", "C", "C", "C", "C", "C", "C", "C", "C", "C", "C", "C", "C", "C", "C", "C", "C", "P", "C", "C", "C", "C", "C", "C", "C", "C", "C", "C", "C", "C", "H", "H", "H", "H", "H", "H", "H", "H", "H", "H", "H", "H", "H", "H", "H", "H", "H", "H", "H", "H", "H", "H", "H", "H", "H", "H", "H", "H", "H", "H", "H", "H", "H", "H", "H", "H", "H", "H", "H", "H", "H", "H", "Cl", "C", "C", "O", "O", "H", "H", "N", "C", "N", "C", "C", "O", "C", "C", "H", "H", "H", "H", "H", "H", "H", "H"],
  "positions_angstrom": [[-0.035713, -0.001626, 0.372314], [3.154708, 5.118017, -0.610586], [2.616988, 5.023664, -1.889400], [1.855666, 3.925025, -2.245776], [1.630760, 2.901348, -1.322416], [2.147707, 3.020568, -0.040022], [2.913667, 4.119278, 0.319742], [0.679908, 1.428275, -1.738736], [-0.786204, 2.052496, -2.615115], [-1.426960, 1.223112, -3.532762], [-2.603065, 1.632196, -4.143917], [-3.145069, 2.874441, -3.848075], [-2.508366, 3.705856, -2.935947], [-1.339202, 3.295551, -2.315376], [1.549395, 0.456894, -2.990365], [2.134444, 1.040858, -4.113992], [2.856017, 0.260200, -4.998918], [3.005153, -1.103297, -4.757688], [2.406163, -1.680330, -3.650673], [1.655449, -0.908998, -2.755232], [0.796987, -1.747314, -1.312303], [-0.557733, -2.842697, -1.978408], [-0.458821, -3.640563, -3.126558], [-1.462744, -4.536776, -3.444217], [-2.585667, -4.657792, -2.626276], [-2.711337, -3.862411, -1.504646], [-1.699984, -2.952273, -1.200002], [-1.785267, -1.871203, 0.245946], [-3.501349, -1.265104, 0.111291], [-3.969361, -0.979774, -1.172864], [-5.306704, -0.685652, -1.384857], [-6.194189, -0.677826, -0.315843], [-5.724715, -0.906004, 0.969294], [-4.381011, -1.180193, 1.188698], [-1.621997, -3.007950, 1.646532], [-0.328333, -3.252024, 2.105204], [-0.088155, -4.238734, 3.046958], [-1.140771, -4.987867, 3.548252], [-2.428731, -4.761668, 3.086765], [-2.670434, -3.789545, 2.130135], [2.076931, -2.815263, -0.450357], [2.293228, -4.146427, -0.820506], [3.344288, -4.868439, -0.278535], [4.206273, -4.272834, 0.636130], [4.006513, -2.959317, 1.021774], [2.931182, -2.244881, 0.496328], [2.620381, -0.510317, 0.915359], [2.732302, -0.336308, 2.719300], [2.765037, 0.946359, 3.275422], [2.873137, 1.117032, 4.644509], [2.924109, 0.006763, 5.481102], [2.853687, -1.264641, 4.941026], [2.756297, -1.437881, 3.565122], [4.097579, 0.377721, 0.297344], [4.316240, 0.453141, -1.076764], [5.420171, 1.118386, -1.582230], [6.335660, 1.705076, -0.719344], [6.150931, 1.596336, 0.648496], [5.042037, 0.935437, 1.157735], [3.753422, 5.976741, -0.340950], [2.786129, 5.813660, -2.608291], [1.416677, 3.882976, -3.234155], [1.957923, 2.239701, 0.688934], [3.322735, 4.189905, 1.318758], [-1.007341, 0.256214, -3.787261], [-3.084573, 0.986974, -4.865249], [-4.049185, 3.203075, -4.340922], [-2.913211, 4.687019, -2.725012], [-0.844387, 3.961938, -1.616899], [2.039311, 2.100423, -4.302085], [3.311480, 0.710598, -5.870259], [3.591447, -1.711348, -5.433140], [2.559503, -2.737114, -3.465794], [0.396592, -3.561136, -3.784800], [-1.377219, -5.148551, -4.332069], [-3.364293, -5.363892, -2.877996], [-3.596148, -3.937570, -0.884841], [-3.303542, -1.031605, -2.026895], [-5.658944, -0.491611, -2.388736], [-7.244563, -0.484057, -0.484147], [-6.406400, -0.880602, 1.808408], [-4.030034, -1.337853, 2.195367], [0.509315, -2.680480, 1.728455], [0.921539, -4.417645, 3.390005], [-0.958319, -5.755009, 4.287389], [-3.249938, -5.356219, 3.461001], [-3.675361, -3.670971, 1.752576], [1.632230, -4.629823, -1.528410], [3.498524, -5.897762, -0.571684], [5.031319, -4.837320, 1.048348], [4.683818, -2.497231, 1.729652], [2.740067, 1.823448, 2.642796], [2.923910, 2.114521, 5.059971], [3.012411, 0.137508, 6.550723], [2.872509, -2.130483, 5.587826], [2.701693, -2.440071, 3.162082], [3.639304, -0.019246, -1.770325], [5.568573, 1.168920, -2.652201], [7.199333, 2.223006, -1.112139], [6.876178, 2.018243, 1.330656], [4.939168, 0.850878, 2.228329], [-0.642545, -1.477912, 5.328756], [-0.579078, 0.116374, 4.540281], [-1.050475, -0.039244, 3.114787], [-2.213597, 0.012398, 2.794409], [-0.060506, -0.198439, 2.229655], [0.438968, 0.487101, 4.599508], [-1.280407, 0.764300, 5.060352], [-1.568009, 1.200815, 0.172801], [-2.383610, 1.938393, 0.557065], [-3.281634, 2.762594, 0.949145], [-4.723584, 2.509926, 0.735460], [-5.351759, 3.796568, 0.231254], [-5.081402, 4.863667, 1.115384], [-3.702442, 5.142564, 1.175102], [-2.941397, 3.959856, 1.752049], [-5.149952, 2.206082, 1.693396], [-4.821734, 1.696930, 0.019398], [-6.434478, 3.685252, 0.184302], [-4.976350, 4.032824, -0.773126], [-3.576261, 6.014407, 1.815862], [-3.318545, 5.381793, 0.174540], [-3.246308, 3.762341, 2.781598], [-1.863645, 4.113179, 1.708886]],
  "forces_ev_per_a": [[0.543, -0.421, -0.044], [-0.001, -0.017, 0.010], [0.002, 0.013, -0.011], [0.003, 0.012, -0.004], [-0.007, 0.041, -0.024], [0.038, -0.004, 0.135], [-0.002, -0.009, -0.018], [-0.430, -0.494, 0.023], [-0.013, -0.047, 0.029], [-0.021, -0.053, -0.009], [0.011, 0.021, 0.015], [0.022, 0.001, 0.019], [-0.054, 0.008, -0.020], [0.047, 0.045, 0.049], [0.073, 0.224, -0.053], [0.035, -0.046, -0.007], [-0.007, -0.073, 0.019], [-0.015, 0.078, 0.015], [0.041, 0.008, 0.010], [0.053, -0.189, -0.100], [0.038, 0.164, 0.059], [0.016, -0.091, -0.243], [0.024, 0.053, 0.031], [-0.073, -0.031, 0.029], [0.063, 0.000, -0.051], [0.011, 0.013, -0.028], [0.010, -0.050, 0.083], [0.007, 0.247, 0.050], [0.009, -0.020, 0.087], [-0.010, -0.018, -0.095], [-0.026, 0.046, 0.019], [0.045, 0.064, -0.011], [0.022, 0.033, -0.010], [-0.003, -0.047, -0.014], [0.114, -0.051, -0.055], [0.028, 0.004, 0.066], [-0.049, 0.007, -0.001], [0.058, 0.010, -0.007], [-0.029, -0.006, -0.009], [-0.042, 0.017, -0.054], [0.028, -0.208, 0.030], [-0.038, 0.068, 0.040], [0.027, 0.022, 0.042], [-0.013, -0.062, -0.032], [0.013, 0.016, -0.021], [0.005, 0.117, -0.055], [-0.067, 0.132, -0.150], [0.019, 0.004, 0.052], [0.030, -0.061, 0.034], [0.043, -0.025, -0.010], [0.019, 0.040, 0.032], [-0.024, -0.025, -0.035], [-0.019, -0.009, 0.035], [-0.024, -0.041, 0.100], [-0.004, 0.039, -0.088], [0.035, 0.001, 0.049], [-0.025, -0.025, -0.051], [0.008, 0.007, 0.038], [0.021, 0.015, 0.008], [0.014, 0.023, 0.013], [0.016, 0.007, -0.006], [0.000, -0.013, -0.003], [-0.001, 0.026, -0.021], [0.014, 0.023, 0.015], [0.032, -0.006, 0.017], [-0.020, -0.024, -0.030], [-0.037, 0.008, -0.016], [-0.009, 0.020, 0.010], [-0.004, -0.039, 0.000], [0.000, 0.041, 0.015], [0.012, 0.007, -0.006], [0.009, -0.007, -0.016], [-0.025, -0.031, 0.010], [0.045, 0.023, 0.010], [-0.004, -0.006, -0.017], [-0.021, -0.028, -0.007], [0.000, 0.010, 0.015], [0.016, 0.016, 0.030], [-0.015, 0.008, -0.024], [-0.035, -0.005, -0.007], [-0.014, -0.006, 0.028], [0.047, -0.066, 0.070], [-0.026, 0.035, 0.004], [0.037, -0.013, 0.022], [0.004, -0.021, 0.030], [-0.031, -0.015, 0.013], [-0.067, 0.095, -0.009], [-0.045, -0.004, -0.045], [0.002, -0.029, -0.003], [0.021, -0.001, 0.004], [-0.001, 0.028, -0.008], [-0.011, 0.044, -0.067], [-0.002, 0.016, 0.013], [0.001, 0.004, 0.022], [0.004, -0.020, 0.017], [-0.005, -0.001, 0.003], [-0.029, -0.022, 0.017], [0.004, -0.002, -0.029], [0.023, 0.020, -0.012], [0.016, 0.010, 0.014], [-0.011, -0.005, 0.021], [-0.006, -0.056, -0.005], [-0.238, -0.065, 0.085], [0.399, 0.085, -0.318], [-0.025, -0.005, 0.128], [-0.450, 0.255, 0.003], [-0.049, -0.026, -0.040], [0.084, 0.003, 0.040], [-0.104, 0.386, 0.228], [-0.045, -0.088, -0.061], [0.003, 0.093, -0.002], [0.100, -0.048, -0.017], [-0.127, -0.057, -0.006], [-0.022, -0.003, 0.001], [0.066, 0.072, 0.077], [0.004, -0.120, -0.056], [-0.050, 0.026, -0.036], [-0.068, -0.026, -0.027], [0.035, 0.001, -0.002], [0.009, -0.030, 0.007], [0.007, -0.031, -0.011], [0.011, -0.008, -0.002], [0.010, 0.062, 0.002], [-0.013, 0.030, 0.025]]
}